Record 1
Molecular formula: C44H42O6P2Y
Method: DFT, wB97M-V/def2-TZVPD

```
95
Properties=species:S:1:pos:R:3:forces:R:3
H 1.592145 1.000579 3.499906 0.00 -0.04 0.04
H -4.247697 -4.074530 0.714055 0.01 0.00 0.00
C -0.991765 -4.796307 -4.063271 0.00 0.02 0.00
H -4.106427 -0.972100 -0.393841 -0.01 -0.01 -0.05
H -0.173753 1.261863 -4.049286 0.00 0.00 0.01
C -1.302524 4.034317 4.259462 0.02 0.00 -0.01
C 2.620292 4.365404 0.500678 -0.05 -0.02 0.03
H 2.460656 6.834531 -1.809217 0.01 0.00 0.01
C 4.233727 -1.523214 1.242546 -0.02 0.04 0.03
C -3.190524 -3.916877 0.888706 -0.01 0.01 0.00
C -3.029707 -0.192097 -3.188489 0.02 0.03 0.04
C -1.240936 -4.197476 2.261486 -0.02 0.01 -0.01
H -0.278389 -0.575867 1.886710 0.00 0.01 -0.01
H -1.434605 -5.778931 -4.161228 0.00 0.00 0.00
H 0.619270 -1.310635 -3.695592 0.01 0.01 -0.03
O -1.438107 3.087359 -0.117034 -0.05 0.06 0.17
H 3.879947 -2.466817 3.173675 -0.01 0.02 0.02
C 3.003339 5.471705 -0.241608 0.00 0.01 -0.02
H 5.246956 -1.138874 1.420196 0.02 -0.01 0.01
H 2.439039 3.332925 3.608049 0.01 0.01 0.00
H -1.757142 -1.249256 2.616503 -0.01 -0.01 -0.01
C -0.338519 -2.938868 -2.675248 -0.03 -0.01 0.03
C -0.467501 -3.551518 1.302702 -0.06 0.03 0.00
C 1.389234 3.530891 3.785179 -0.04 0.00 0.01
H 0.482152 -2.380651 -5.921160 0.00 0.00 0.01
C 2.162453 5.973654 -1.225891 0.03 0.01 0.01
C -1.184280 0.929696 -4.270297 -0.02 0.02 -0.02
H 0.302614 5.712616 -2.270299 0.02 0.00 0.00
H 3.961859 5.938316 -0.055958 -0.01 0.00 0.00
H 3.916283 -4.691370 -0.233062 0.00 0.01 0.00
H -1.793517 1.798286 -4.519842 0.00 0.00 0.00
H -1.282825 -4.726785 -1.940200 0.02 0.00 -0.04
C -3.926774 0.756040 -2.426915 0.00 -0.02 -0.04
C 3.039449 0.832385 0.322560 -0.11 0.08 -0.10
H -1.178810 0.206842 -5.086129 0.00 -0.01 0.00
C -3.409199 0.277096 1.196770 0.06 0.04 0.02
H -3.321534 -0.266782 -4.236566 -0.01 -0.03 -0.01
C 2.207032 -3.431951 -0.501809 0.06 -0.02 0.01
C 3.602673 -1.586876 2.600935 0.07 -0.06 -0.09
P -0.150413 -2.060709 -1.089136 -0.01 0.08 0.00
C 0.433019 3.096948 2.867297 -0.04 0.02 -0.07
C 4.409342 -2.927040 0.693619 -0.01 0.07 0.00
C -2.420724 -3.267817 -0.062739 -0.02 0.00 0.00
O -3.429311 0.867586 -1.085538 0.12 -0.06 -0.05
H 1.745872 4.528807 5.644870 0.00 0.00 -0.01
C -4.122621 0.084784 -0.113886 -0.01 -0.02 0.02
C 0.551952 4.265187 -0.718616 0.04 0.05 0.02
H -2.349740 4.242475 4.437690 0.01 0.00 -0.01
C 2.305883 1.221157 1.585115 0.05 0.03 0.08
H -3.509136 1.306042 1.552627 0.00 -0.01 0.03
C -0.688465 3.502707 -1.056386 0.11 0.16 -0.27
H 3.286613 3.967991 1.257660 0.01 0.01 0.01
C -2.600543 -4.379265 2.060590 0.03 -0.01 -0.02
O -1.688888 0.291244 -3.083508 0.12 -0.01 0.05
C 0.949244 5.356479 -1.478442 -0.06 -0.03 -0.01
C 2.259500 0.570326 2.759993 0.03 -0.06 -0.05
H 1.623997 -4.317976 -0.737408 0.04 -0.03 0.02
C 3.607157 -0.625241 0.182013 -0.01 -0.14 0.06
C -1.307726 -0.360310 2.172706 -0.02 0.01 0.03
C -0.499892 -4.141356 -5.182392 -0.02 -0.03 0.02
H -3.879148 1.755365 -2.859481 -0.02 0.02 0.02
H -5.157029 0.425440 -0.031298 -0.02 -0.01 0.00
C 0.998740 4.199356 4.934377 0.02 -0.01 0.00
Y -0.920627 0.977559 -0.901443 -0.42 0.10 -0.09
H 5.357819 -3.391295 0.945473 -0.01 0.00 -0.01
C 3.562296 -3.688844 -0.012950 -0.05 -0.05 -0.04
H -3.810337 -0.413606 1.941153 -0.03 0.01 0.01
C -0.346738 4.450428 5.173583 -0.02 0.00 -0.01
O -0.836377 3.048798 -2.224547 -0.01 -0.22 0.24
H 4.353566 -0.570746 -0.615519 0.00 -0.01 -0.02
H -0.772833 -4.560954 3.167363 0.00 0.00 -0.01
H -0.647834 4.978216 6.068986 0.01 -0.01 0.00
C -0.913533 3.360089 3.109159 0.01 0.00 0.04
C 1.387171 3.755677 0.287202 0.04 0.01 0.01
C -0.908128 -4.201064 -2.810169 -0.01 0.00 -0.01
P 0.859461 2.303855 1.280748 -0.01 -0.10 -0.05
C 2.842809 -0.686682 3.222682 -0.07 0.08 0.04
O 1.136492 0.988118 -1.401404 0.10 -0.17 0.05
H -0.560942 -4.611496 -6.155187 0.00 0.00 0.01
H -3.198072 -4.890412 2.803963 0.00 0.01 0.00
H -2.883763 -2.925555 -0.983865 -0.01 0.00 0.03
H -1.323554 0.475905 2.873614 0.00 0.02 0.01
O -2.026601 -0.014529 0.976086 0.09 0.03 -0.03
H -1.649692 3.067997 2.370073 -0.02 0.00 0.01
H 3.679425 1.641424 -0.041204 -0.01 0.02 0.02
C 2.268543 -0.986682 -0.421357 0.00 0.07 -0.02
H -4.962580 0.412579 -2.421701 -0.01 0.02 0.00
C 0.081343 -2.886124 -5.051550 0.00 0.03 0.02
H -3.049566 -1.192159 -2.746676 0.02 -0.02 -0.03
C 0.153963 -2.284486 -3.805730 0.01 -0.02 0.01
C 1.965018 0.317241 -0.645447 0.09 0.13 -0.09
H 2.568203 -0.932755 4.243746 0.00 0.02 0.00
H 0.590804 -3.408981 1.475780 0.02 0.00 0.01
C 1.622645 -2.232082 -0.678244 -0.07 -0.11 -0.04
C -1.050689 -3.078368 0.130445 0.11 -0.04 0.04
```
Positions in Å, forces in eV/Å.

The value obtained for the LUMO energy is -1.96 eV. For the relative energy (zero: lowest compared OMol25 entry of this formula, charge and spin), the calculation gives 42.30 kcal per mole. As for the HOMO energy: -0.3493 Eh. The total charge is +1.

Here are the Mulliken charges for atoms 1 to 5, given in e: 0.445 0.473 -0.646 0.326 0.238

***

Record 2
Molecular formula: C3H5IOS
Method: DFT, wB97M-V/def2-TZVPD

```
11
Properties=species:S:1:pos:R:3:forces:R:3
H 1.132152 1.817127 -1.044130 1.19 3.25 -1.33
C 0.158569 -0.385629 0.947849 0.29 0.73 -3.81
H 0.758948 -1.238507 0.759909 -0.19 -1.58 0.02
H -2.055716 0.187125 0.846726 1.83 -1.39 -0.87
C -1.206110 -0.355193 0.232906 -1.71 -0.88 1.22
C 0.796006 0.885381 -0.891034 -2.28 -3.37 0.42
S -1.031263 0.688321 -1.234211 0.85 -0.09 0.00
O 1.003544 0.637249 0.411524 -0.35 0.74 1.53
I 1.899563 -0.552289 -2.060954 0.41 -0.15 -0.49
H 0.024056 -0.203148 1.922778 -0.12 0.62 3.70
H -1.479749 -1.480435 0.108637 0.08 2.12 -0.39
```
Positions in Å, forces in eV/Å.

The value obtained for the LUMO energy is 0.51 eV. For the relative energy (zero: lowest compared OMol25 entry of this formula, charge and spin), the calculation gives 21.80 kcal per mole. As for the HOMO energy: -0.3203 Eh.

Here are the Mulliken charges for atoms 1 to 5, given in e: 0.483 -0.647 0.350 0.299 -0.270

***

Record 3
Molecular formula: C19H41CuN5SSb
Method: DFT, wB97M-V/def2-TZVPD

```
68
Properties=species:S:1:pos:R:3:forces:R:3
H 2.581156 -2.257380 -1.815302 -0.33 0.45 -0.72
N 0.908900 3.858768 -3.085729 -0.13 -0.71 -0.94
H 1.497821 -1.648142 3.464670 0.07 -0.65 1.08
H -4.618928 -2.697349 -1.080455 0.24 -0.36 -0.30
C -1.259868 -3.601924 -1.561219 -0.47 -0.29 -0.72
C -2.173469 -5.432142 0.792978 1.08 1.26 0.95
H 0.813575 -1.953859 -0.424960 1.62 -0.11 0.43
C -1.201663 1.195956 1.098132 -1.89 -0.08 0.40
C -3.504449 0.706976 0.515508 -1.62 0.78 1.11
H 3.994201 0.123597 3.323707 -0.13 -0.34 -0.48
H 0.827318 3.710100 -5.182651 0.69 -0.24 0.32
H 4.078182 1.617898 1.515426 0.39 -0.96 -0.37
H -4.949828 -3.654754 0.330532 0.63 -0.15 -0.84
Cu 1.520813 0.470146 0.040870 1.94 -0.35 0.04
H -0.506484 2.383268 -0.648698 -0.16 -0.28 0.41
H -3.062530 -5.601884 1.392365 0.20 -0.54 0.16
C 1.622449 3.837654 -4.414436 -1.59 1.68 0.53
H -2.242542 1.212241 3.716703 0.10 -0.39 -0.62
H -2.083660 3.319647 2.446003 -0.70 -1.00 -0.38
H 5.334365 0.374295 1.119629 0.08 -0.01 0.30
H 2.494039 -2.905623 1.782925 -0.20 0.03 -0.58
H -4.554721 0.805726 0.932302 0.96 -0.18 -0.77
H -2.423414 -0.391364 2.868992 -0.05 0.27 0.17
C 4.264546 0.539571 1.238579 -0.92 1.13 -0.12
H 2.398437 3.116404 -4.488860 0.35 -0.77 0.22
H -1.203816 -5.647106 1.312975 -1.08 0.25 -0.02
N 1.741697 -1.803061 0.047599 -1.63 0.13 0.17
H 0.257141 5.737752 -2.704714 -0.33 0.43 0.10
N 2.162760 -0.091285 2.273973 0.21 0.47 -1.04
H -3.743678 0.706715 3.122773 -2.64 -0.19 0.71
C -0.159534 0.936912 0.581221 1.09 -0.35 -0.39
H -1.135387 -2.566484 -1.891010 0.52 -0.31 -0.49
H -0.787535 4.945133 -3.873224 0.21 -0.42 0.17
C 1.613943 -2.320851 1.470447 0.40 -0.60 -1.34
H -3.015954 3.421058 0.971527 -0.02 -0.43 -0.02
H 0.324719 -0.919713 2.396630 -0.14 -0.01 0.11
H -3.247471 -0.320435 0.474823 0.01 -1.14 -0.29
H -1.811008 -4.192608 -2.351279 0.40 0.71 0.98
S 1.790658 1.527179 -2.188405 0.18 -0.71 0.40
H -4.328632 -4.523811 -1.123320 0.04 0.48 -0.02
H -0.322863 -4.136577 -1.355676 -0.05 0.46 -0.10
C -2.744865 0.660676 2.895907 2.20 -0.97 0.40
H 3.777626 -1.334875 2.374669 0.52 -0.37 -0.34
C 3.601631 -0.273526 2.361008 0.20 1.05 0.61
H 0.740681 -2.973921 1.482565 0.20 -0.29 0.12
C -4.252181 -3.586587 -0.555643 -1.51 0.13 1.12
Sb -2.333118 -3.306277 0.268381 0.52 -1.10 0.18
C -2.583870 1.320105 1.553973 1.22 1.18 0.15
C 1.357471 -1.250609 2.489557 -0.85 0.40 -0.63
H -2.135512 -5.998407 -0.103874 -0.41 -0.50 -0.86
H 3.389496 -3.019719 -0.544556 -0.12 -0.52 0.24
C 0.749531 2.854833 -2.194710 0.39 0.12 -0.57
H 4.541064 -0.852363 -1.623441 -0.04 -0.15 0.23
C -2.874662 2.772966 1.852963 0.31 1.99 -0.33
H 1.807265 0.653300 2.824629 -0.08 0.82 0.48
H 2.066964 4.847860 -4.605237 -0.35 -0.79 0.42
C 2.907381 -2.087055 -0.812225 0.08 0.02 1.26
H -3.444431 1.142113 -0.478673 0.08 0.19 0.06
C 4.051951 -1.045327 -0.662687 -1.49 1.66 -0.31
H 3.717260 1.095345 -0.703107 0.59 -0.26 -0.02
N 3.585530 0.312755 -0.068406 0.38 -1.68 -0.07
H -1.170676 4.865419 -0.939667 -0.03 0.60 0.34
N -0.279386 3.041610 -1.378319 0.42 0.72 -1.35
H 4.746220 -1.466994 0.028574 0.73 -0.02 0.40
C -0.205195 4.787704 -2.954152 0.11 0.75 0.74
C -1.049505 4.207031 -1.773884 -0.62 -0.15 -1.34
H -3.798503 2.798232 2.407159 -0.42 0.32 0.28
H -2.057453 3.955066 -2.182156 0.62 -0.11 0.59
```
Positions in Å, forces in eV/Å.

The value obtained for the LUMO energy (alpha / beta) is -1.81 / -3.38 eV. For the relative energy (zero: lowest compared OMol25 entry of this formula, charge and spin), the calculation gives 0.00 kcal per mole. As for the HOMO energy (alpha / beta): -0.3950 / -0.3949 Eh. The expectation value of S² is 0.75. The total charge is +1. Its spin multiplicity is 2.

Here are the Mulliken charges for atoms 1 to 5, given in e: 0.513 -0.041 0.486 0.378 -1.296